# 1
50
Properties=species:S:1:pos:R:3:forces:R:3:mulliken_charge:R:1 method="wB97M-V/def2-TZVPD" smiles="O=Cc1ccc(-c2ccc(-c3ccc(N(c4ccccc4)c4ccccc4)cc3)s2)s1" multiplicity=1 lumo_energy_ev=-0.49 e_tot_ha=-1966.62608 relative_energy_kcal_mol=1.6 homo_energy_ev=-7.4519
O -7.401938 7.814553 2.645158 0.0 -0.7 0.9 -0.49
S -5.729188 4.327062 3.437115 0.7 0.4 -1.2 -0.23
S -2.280959 2.709647 0.981872 -0.4 -0.2 0.2 -0.31
C -7.133868 6.788284 3.250722 0.9 0.7 -2.2 -0.10
C -5.062007 6.309721 1.844682 0.0 -2.5 0.7 -0.68
C -4.137764 5.215893 1.544650 -1.2 1.3 0.6 -0.52
C -3.834278 1.674768 2.731166 -0.1 -0.3 -0.3 -0.60
C -2.950132 0.622499 2.295155 -1.5 0.7 1.1 -0.73
C -6.014690 5.933833 2.796907 1.1 0.4 -0.4 0.23
C -4.395997 4.108784 2.318127 0.7 -0.2 -1.0 0.45
C -3.642240 2.860058 2.072938 -0.2 -0.5 1.2 0.74
C -2.067636 1.018550 1.371035 0.8 0.1 -0.6 0.18
C 1.636995 -5.036314 -4.006894 1.8 -0.9 1.3 -0.42
C 6.239346 -1.031423 -0.272088 -1.5 -0.6 0.3 -0.45
C 0.892865 -3.910608 -4.011971 -0.6 1.6 0.7 -0.78
C 2.570875 -5.265131 -2.965060 -0.5 0.8 0.7 -0.65
C 5.814787 -1.307736 -1.570632 -0.6 -0.1 0.5 -0.72
C 5.293728 -1.153537 0.770876 1.0 0.9 -0.3 -0.57
C 0.205180 0.769771 0.373336 1.4 -1.0 -0.5 -0.96
C -1.141084 -1.202234 0.509279 1.5 -0.1 -0.9 -0.93
C 1.020891 -2.940809 -2.984437 -0.2 -1.0 -1.1 0.15
C 2.706444 -4.309622 -1.924575 -0.3 -0.7 -1.5 -0.08
C 4.470639 -1.622722 -1.813831 -0.5 -0.3 -0.3 0.04
C 3.970376 -1.471897 0.519475 -0.7 0.0 0.9 0.04
C 1.256736 0.007712 -0.246517 -1.4 0.9 1.2 -0.17
C -0.102655 -1.972814 -0.088383 -0.6 1.2 0.3 -0.30
C -0.998763 0.189984 0.773601 0.4 -0.6 -0.8 0.80
C 1.937643 -3.123654 -1.961575 0.1 -0.8 -0.6 -0.64
C 3.516986 -1.704215 -0.774452 0.8 -0.4 -0.7 -0.56
C 1.123296 -1.367455 -0.453035 -0.8 0.4 0.1 -0.19
N 2.163289 -2.100839 -1.039841 1.0 0.6 0.9 0.92
H -7.728740 6.421840 4.056209 -0.7 -0.3 1.0 0.36
H -5.059908 7.251411 1.352371 -0.1 0.6 -0.2 0.44
H -3.344402 5.233473 0.773360 -0.7 0.1 0.6 0.32
H -4.626946 1.538852 3.478700 0.4 0.0 -0.4 0.32
H -3.032880 -0.361136 2.707091 0.2 -0.4 0.0 0.44
H 1.562590 -5.720938 -4.811984 -0.1 -0.7 -0.6 0.43
H 7.248145 -0.766664 -0.036633 0.4 0.1 0.0 0.42
H 0.230268 -3.756086 -4.852496 -0.2 0.3 0.1 0.35
H 3.153951 -6.194853 -2.927854 -0.2 0.5 -0.1 0.36
H 6.521539 -1.287564 -2.381551 0.0 0.1 -0.3 0.39
H 5.637061 -0.859797 1.770381 -0.4 -0.4 -0.3 0.33
H 0.411132 1.818037 0.587668 -0.1 -0.2 -0.1 0.31
H -2.056518 -1.731562 0.667057 -0.5 0.0 0.3 0.42
H 0.416043 -2.055066 -3.063235 0.0 0.3 0.2 0.46
H 3.455542 -4.471585 -1.161263 -0.1 0.1 0.1 0.47
H 4.126870 -1.866603 -2.835413 0.3 0.2 0.6 0.38
H 3.248306 -1.530955 1.358331 0.5 0.0 -0.6 0.35
H 2.184714 0.527615 -0.457362 -0.1 -0.2 -0.2 0.48
H -0.273642 -3.018530 -0.346188 0.0 0.3 0.3 0.48

***

# 2
60
Properties=species:S:1:pos:R:3:forces:R:3:mulliken_charge:R:1 method="wB97M-V/def2-TZVPD" multiplicity=1 lumo_energy_ev=1.92 e_tot_ha=-3887.54122 relative_energy_kcal_mol=13.5 homo_energy_ev=-3.2733 total_charge=-1
Na -0.137710 -0.080839 -0.521497 0.0 0.1 0.2 0.92
C -1.564629 -2.610844 0.285374 0.0 0.1 0.0 -1.38
C -0.204358 -3.268481 0.464286 0.1 -0.1 0.0 -1.06
C 0.916523 -2.896444 -0.510335 -0.2 0.0 0.0 1.22
C 2.092276 -3.626004 -0.407157 0.0 0.0 -0.1 -1.24
C 2.990994 -3.526677 -1.509584 0.1 -0.1 0.1 -0.35
C 2.791746 -2.650188 -2.506501 0.1 0.1 0.0 -1.20
C 1.610734 -1.719406 -2.482035 -0.1 0.0 -0.3 -0.28
N 0.619956 -1.995471 -1.435346 0.2 -0.2 -0.1 -0.38
N -1.702831 -1.246177 0.817836 0.1 -0.2 0.0 1.18
C -3.007250 -0.726531 0.444392 -0.2 -0.1 0.1 -1.43
C -3.214642 0.765816 0.605643 0.0 -0.1 -0.2 0.90
C -4.159416 1.386350 -0.210539 0.1 0.0 0.1 -0.94
C -4.327217 2.753476 -0.118419 0.0 0.0 0.0 -0.44
C -3.547766 3.462952 0.784604 0.0 0.0 0.0 -0.53
C -2.646419 2.755492 1.557125 0.0 0.0 0.0 -0.55
N -2.480105 1.434404 1.483387 0.0 0.0 0.0 0.03
C -1.442074 -1.207553 2.250691 0.0 -0.1 0.0 -1.40
C -0.017056 -0.852739 2.617775 -0.1 0.1 -0.1 0.47
C 0.518528 -1.309424 3.817149 0.0 0.0 0.0 -0.95
C 1.781256 -0.891418 4.194148 0.0 0.0 0.0 -0.42
C 2.472756 -0.027835 3.361690 0.0 0.0 0.0 -0.98
C 1.869692 0.356418 2.176278 0.1 0.1 0.0 -0.34
N 0.658084 -0.044603 1.800877 -0.1 -0.1 0.1 0.51
H -2.331216 -3.249526 0.761054 0.0 0.0 0.0 0.56
H -1.780997 -2.569880 -0.783004 0.0 0.0 0.0 0.38
H -0.372807 -4.340885 0.321342 0.0 0.0 0.0 0.62
H 0.156852 -3.177146 1.492571 0.0 0.1 0.0 0.29
H 2.197982 -4.388272 0.351153 0.0 0.0 0.0 0.40
H 3.842153 -4.199821 -1.565086 0.0 0.0 0.0 0.32
H 3.450473 -2.617237 -3.366297 0.0 0.0 -0.1 0.36
H 1.109625 -1.831378 -3.452296 0.0 0.0 0.1 0.58
H -3.825586 -1.271364 0.958476 0.1 0.1 0.0 0.42
H -3.134438 -0.946565 -0.617185 -0.1 0.0 0.0 0.46
H -4.723789 0.800178 -0.924551 0.0 0.0 0.0 0.41
H -5.032081 3.267834 -0.758505 0.0 0.0 0.0 0.41
H -3.593341 4.539367 0.851367 0.0 0.0 0.0 0.56
H -2.006934 3.278074 2.258449 0.0 0.0 0.0 0.30
H -1.704120 -2.168914 2.720224 0.0 0.0 0.0 0.27
H -2.068499 -0.437459 2.695982 0.0 0.0 0.0 0.67
H -0.054968 -1.989207 4.433983 0.0 0.0 0.0 0.43
H 2.220755 -1.237737 5.121026 0.0 0.0 0.0 0.40
H 3.461314 0.332444 3.606352 0.0 0.0 0.0 0.43
H 2.388558 1.009619 1.484258 0.0 0.0 0.0 0.59
Cl 3.682772 -0.551981 -0.450108 0.0 0.0 -0.2 -0.06
C 2.966845 0.374709 -1.728817 0.0 -0.1 0.4 1.17
C 1.980791 -0.201208 -2.518698 -0.1 -0.3 -0.1 -1.55
C 1.303636 0.648737 -3.390635 -0.2 -0.1 -0.2 0.90
Cl -0.066819 0.060122 -4.300546 0.2 0.1 0.1 -0.22
C 1.640493 1.987539 -3.540635 0.0 0.1 0.0 -0.14
Cl 0.772899 3.005548 -4.625606 0.0 0.0 0.0 -0.19
C 2.673381 2.519282 -2.776634 0.0 0.1 -0.1 0.51
Cl 3.106145 4.177738 -2.940115 0.0 -0.1 0.0 -0.19
C 3.322301 1.713791 -1.851238 0.1 0.0 0.1 -0.18
Cl 4.553453 2.387525 -0.843573 0.0 0.0 0.0 -0.21
N -0.305658 2.030424 -1.062557 -0.1 0.4 -0.1 -0.65
C -0.300199 3.168388 -0.808778 0.1 -0.1 0.0 0.44
N -0.157342 4.417579 -0.494156 -0.1 0.0 0.0 -0.75
C -1.192845 5.221570 -0.588835 0.1 0.1 0.0 0.58
N -2.049862 6.003840 -0.628219 -0.1 0.1 0.0 -0.71

***

# 3
58
Properties=species:S:1:pos:R:3:forces:R:3:mulliken_charge:R:1 method="wB97M-V/def2-TZVPD" multiplicity=1 lumo_energy_ev=2.08 e_tot_ha=-3107.63403 relative_energy_kcal_mol=15.2 homo_energy_ev=-4.1881 total_charge=-1
Ir 0.434904 0.093181 0.139505 0.5 1.4 -0.1 2.67
C 3.076860 2.010665 -1.138661 0.1 0.0 0.1 -0.97
C 2.457571 1.060535 -2.106313 -0.1 -0.1 -0.1 0.87
C 2.811606 1.156090 -3.472783 0.0 0.0 0.0 -0.90
C 2.360764 0.238248 -4.366578 0.1 0.0 0.0 -0.79
C 1.613054 -0.866293 -3.911091 -0.1 0.0 0.0 1.18
C 1.199338 -1.915571 -4.761664 0.0 -0.1 0.0 -0.97
C 0.532307 -2.985504 -4.227043 0.1 0.0 -0.1 -0.56
C 0.261387 -3.057664 -2.853400 0.0 0.1 0.1 -0.47
C 0.625680 -2.040611 -1.990130 0.0 0.0 -0.1 0.55
S 0.385658 -2.144714 -0.277725 -0.1 -0.2 0.3 -0.59
C 1.290714 -0.903596 -2.539635 -0.1 0.0 0.1 -0.29
N 1.640774 0.111845 -1.676998 0.1 0.0 -0.1 -0.43
H 3.540865 2.845642 -1.661471 0.0 0.0 0.0 0.32
H 3.840277 1.484416 -0.561609 0.0 0.0 0.0 0.34
H 2.361873 2.384559 -0.423018 0.1 0.0 0.0 -0.06
H 3.432928 1.984016 -3.786645 0.0 0.0 0.0 0.37
H 2.598725 0.322674 -5.420833 0.0 0.0 0.0 0.40
H 1.423221 -1.859184 -5.819931 0.0 0.0 0.0 0.37
H 0.213188 -3.798040 -4.869094 0.0 0.0 0.0 0.36
H -0.248606 -3.923499 -2.451125 0.0 0.0 0.0 0.40
C -3.973547 7.528797 2.467538 0.0 0.0 0.0 -0.87
O -4.235507 6.518016 1.516966 0.0 0.0 0.0 -0.44
C -3.494641 6.526119 0.374860 0.0 0.0 0.0 0.90
C -3.734266 5.475470 -0.511983 0.0 0.0 0.0 -0.70
C -3.021621 5.375152 -1.686628 0.0 0.0 0.0 -0.03
C -2.057192 6.336907 -2.004681 0.0 0.0 0.0 -0.19
C -1.866300 7.405543 -1.148428 0.0 0.0 0.0 -0.45
C -2.559267 7.499560 0.053826 0.0 0.0 0.0 -0.44
N -1.326515 6.377494 -3.242906 0.0 0.0 0.0 -0.50
N -0.808778 5.369629 -3.749943 0.0 0.0 0.0 -0.59
C -0.777121 4.111714 -3.070550 0.0 0.0 -0.1 -0.14
C -1.209347 3.010747 -3.772494 0.0 0.0 0.0 -0.54
C -1.341444 1.737268 -3.198489 0.0 0.0 0.1 -0.92
C -0.956129 1.516185 -1.881469 0.0 0.1 1.2 0.58
O -1.144216 0.410132 -1.207157 0.2 0.7 -1.2 -1.22
C -0.323003 2.662175 -1.194236 0.1 -0.8 0.2 0.82
N 0.246550 2.386642 0.018367 -0.4 -0.9 0.0 -1.24
C 0.755872 3.349578 0.751241 -0.3 -0.1 0.1 -0.60
C 0.828740 4.670014 0.276298 0.0 0.0 -0.2 -1.08
C 0.364729 4.955978 -0.979418 0.0 -0.1 0.0 -0.87
C -0.262247 3.944751 -1.755051 0.0 0.2 0.0 1.70
H -4.629399 7.329551 3.310578 0.0 0.0 0.0 0.24
H -4.193351 8.522405 2.066195 0.0 0.0 0.0 0.34
H -2.933754 7.497848 2.804203 0.0 0.0 0.0 0.35
H -4.476621 4.734076 -0.247848 0.0 0.0 0.0 0.43
H -3.205349 4.543248 -2.352193 0.0 0.0 0.0 0.45
H -1.151319 8.170836 -1.425181 0.0 0.0 0.0 0.43
H -2.366874 8.333330 0.713002 0.0 0.0 0.0 0.39
H -1.521536 3.166620 -4.799169 0.0 0.0 0.0 0.38
H -1.751922 0.909639 -3.762874 0.0 0.0 0.0 0.51
H 1.166905 3.063126 1.714133 0.0 -0.1 0.0 0.52
H 1.302244 5.428212 0.883783 0.0 0.0 0.0 0.48
H 0.480317 5.951316 -1.388051 0.0 0.0 0.0 0.62
S 0.974594 0.191569 4.650847 0.0 0.0 -0.1 -0.36
C 0.775319 0.095983 3.014429 0.0 -0.1 0.1 0.10
S 2.038604 0.022157 1.817480 0.0 0.0 0.1 -0.45
S -0.733037 0.022345 2.151646 0.1 0.1 0.0 -0.44

***

# 4
57
Properties=species:S:1:pos:R:3:forces:R:3:mulliken_charge:R:1 method="wB97M-V/def2-TZVPD" multiplicity=1 lumo_energy_ev="0.33 / 0.32" e_tot_ha=-2380.76536 homo_energy_ev="-3.0687 / -3.0553" total_charge=-1
Pt 0.396200 0.155400 0.688800 1.1 0.1 1.8 0.56
O 4.844700 6.006800 -0.067000 -1.1 -0.2 0.0 -0.67
N 3.627700 5.757900 -0.055900 1.2 3.1 0.1 1.03
O 2.783600 6.666500 -0.010700 0.9 -1.1 0.0 -0.64
C 3.230500 4.422000 -0.095600 0.8 -3.2 -0.1 -0.70
C 4.251500 3.462400 -0.135400 -0.8 2.2 0.1 -0.54
C 3.993600 2.099700 -0.198300 -0.6 -1.9 0.1 0.90
C 4.980400 1.082600 -0.258200 -0.4 0.9 0.0 -0.84
C 4.575900 -0.224500 -0.350100 -0.3 -0.4 0.0 -0.77
C 3.216400 -0.551100 -0.371100 0.3 0.3 -0.2 -0.31
N 2.265500 0.373300 -0.252700 -0.6 -0.5 0.2 -0.30
C 2.639700 1.667800 -0.154600 0.6 1.1 -0.2 0.15
C 1.598800 2.618200 -0.005600 0.7 0.4 -0.3 0.25
N 0.357900 2.097700 0.169500 -0.3 -0.3 -0.1 -0.04
C -0.696800 2.922200 0.112100 -0.1 -0.1 -0.1 -0.28
C -0.538400 4.281700 -0.052000 0.4 0.1 0.1 -0.85
C 0.729300 4.848600 -0.079100 -0.1 0.0 -0.1 -0.66
C 1.853400 4.013200 -0.063100 -0.7 0.1 0.1 0.76
H 5.268700 3.815300 -0.113600 0.1 0.0 -0.1 0.55
H 6.025500 1.352900 -0.240200 0.1 0.0 0.0 0.44
H 5.298600 -1.022100 -0.417100 0.1 -0.1 0.0 0.41
H 2.882200 -1.569300 -0.509000 -0.1 0.0 0.1 0.55
H -1.676000 2.471500 0.179300 0.0 -0.2 0.1 0.46
H -1.407800 4.915800 -0.126900 -0.1 0.0 0.0 0.41
H 0.848400 5.915700 -0.135900 -0.1 -0.1 0.0 0.54
S -2.072500 -0.249400 -0.878400 -1.0 0.6 -0.4 -0.49
C -1.544000 -1.789700 -0.522700 -0.1 -0.3 -0.3 0.31
N -0.314600 -2.095400 -0.194600 0.2 0.1 -0.2 -0.23
C -0.129100 -3.426200 -0.005000 -0.3 -0.6 0.0 -0.22
C 1.073400 -4.050600 0.318400 -0.1 0.1 -0.1 0.11
C 1.110600 -5.424300 0.445300 0.1 -0.1 0.0 -0.82
C -0.036600 -6.192000 0.277400 0.0 -0.2 0.0 -0.43
C -1.244500 -5.594900 -0.045400 0.1 0.0 0.0 -0.54
C -1.282100 -4.223000 -0.193000 -0.1 0.0 0.0 0.67
S -2.628400 -3.208900 -0.627600 0.5 0.2 0.1 -0.32
H 1.957000 -3.447000 0.464800 0.1 0.0 0.0 0.12
H 2.047400 -5.915700 0.670300 0.1 0.0 0.1 0.36
H 0.014300 -7.263200 0.407800 0.0 -0.1 0.0 0.36
H -2.137000 -6.184700 -0.191600 -0.1 -0.1 0.0 0.37
C 0.609900 -2.799900 3.841700 0.0 0.2 -0.1 -1.20
C 0.296100 -1.469300 4.452200 -0.1 0.1 -0.3 1.05
C 0.415600 -1.258500 5.806400 0.0 0.2 0.0 -0.73
C 0.130400 -0.024700 6.376700 0.0 0.1 0.3 -0.69
C -0.319400 1.011800 5.572700 0.0 -0.3 0.2 -0.76
C -0.465000 0.854600 4.213200 0.1 -0.3 -0.3 1.28
C -0.923500 1.987000 3.352900 0.1 0.0 0.0 -1.21
C -0.115700 -0.392000 3.597700 0.3 0.6 1.5 -0.30
N -0.174700 -0.585100 2.302700 -0.8 -0.5 -2.1 -0.65
H 0.989900 -3.490200 4.593800 0.0 -0.1 0.0 0.35
H 1.349900 -2.686100 3.049000 0.0 -0.1 -0.1 0.12
H -0.278900 -3.233100 3.380000 0.0 0.0 -0.1 0.29
H 0.746500 -2.072600 6.438800 0.0 -0.1 0.0 0.32
H 0.262300 0.126000 7.437700 0.0 0.0 0.1 0.34
H -0.560000 1.968500 6.017400 0.0 0.1 0.0 0.35
H -1.414900 2.757500 3.944800 0.0 0.1 0.1 0.43
H -1.611400 1.624400 2.587700 0.0 0.1 -0.1 0.27
H -0.064600 2.435900 2.847200 0.0 0.1 -0.1 0.09